## A
2 unconnected molecules or ions with the total composition C3H10INSSi. Source: the OMol25 dataset; level of theory: ωB97M-V with the def2-TZVPD basis set.

The HOMO energy comes out at -8.4 eV. The calculation puts the lowest unoccupied orbital energy at -1.0126 eV. Its structure (SMILES) is CC(C)N=S.[SiH3]I.

ORCA input file:
```
! wB97M-V def2-TZVPD RIJCOSX def2/J DEFGRID3
* xyz 0 1
C 1.904 1.235 0.975
C 0.702 0.328 0.758
C 1.083 -1.029 0.156
N -0.305 0.907 -0.092
S -0.496 2.422 -0.181
H 1.816 2.069 1.682
H 2.815 0.625 1.163
H 1.939 1.814 0.080
H 0.118 0.333 1.605
H 2.118 -1.229 0.446
H 0.983 -0.770 -0.946
H 0.408 -1.879 0.474
Si -2.752 -0.869 -1.125
I -1.475 -2.200 -2.663
H -2.599 0.553 -1.273
H -4.025 -1.500 -1.306
H -2.234 -0.810 0.246
*
```

Atomic partial charges in e from the Mulliken method, atoms 1 to 5: number 1, C, carries -1.23; number 2, C, carries 0.33; number 3, C, carries -0.85; number 4, N, carries -0.14; number 5, S, carries -0.14

## B
A single C3H10INSSi molecule. Source: the OMol25 dataset; level of theory: ωB97M-V with the def2-TZVPD basis set.

The HOMO energy comes out at -8.2 eV. The calculation puts the lowest unoccupied orbital energy at -0.1578 eV. Its structure (SMILES) is CC(C)N([SiH3])SI.

ORCA input file:
```
! wB97M-V def2-TZVPD RIJCOSX def2/J DEFGRID3
* xyz 0 1
C 0.571 -1.232 1.155
C -0.136 -0.800 -0.131
C 0.846 -0.667 -1.376
N -0.806 0.533 -0.091
Si 0.118 1.978 0.578
S -2.257 0.631 -0.880
I -3.996 -0.462 0.340
H 1.517 -0.693 1.044
H 0.021 -0.769 1.926
H 0.779 -2.280 1.134
H -0.971 -1.427 -0.599
H 1.736 -1.147 -1.335
H 1.160 0.348 -1.433
H 0.380 -0.896 -2.338
H -0.359 2.156 1.876
H 1.653 1.741 0.508
H -0.257 2.987 -0.377
*
```

Atomic partial charges in e from the Mulliken method, atoms 1 to 5: number 1, C, carries -1.43; number 2, C, carries 0.17; number 3, C, carries -1.23; number 4, N, carries 0.02; number 5, Si, carries 0.39

Computed stability ranking, most favorable first: B, A

## A
3 unconnected molecules or ions with the total composition C4H14O2S. Source: the OMol25 dataset; level of theory: ωB97M-V with the def2-TZVPD basis set.

The HOMO energy comes out at -8.2 eV. The calculation puts the lowest unoccupied orbital energy at 0.7631 eV. Its structure (SMILES) is CCCSC.O.O.

ORCA input file:
```
! wB97M-V def2-TZVPD RIJCOSX def2/J DEFGRID3
* xyz 0 1
C 1.040 -2.139 0.512
C 0.881 -0.859 1.348
C 1.420 0.334 0.553
S 0.591 0.582 -1.172
C 0.081 2.286 -1.056
H 2.162 -1.989 0.341
H 0.628 -3.074 0.948
H 0.529 -1.942 -0.463
H 1.542 -0.833 2.227
H -0.241 -0.619 1.610
H 2.543 0.373 0.242
H 1.299 1.379 1.019
H -1.019 2.430 -1.214
H 0.261 2.528 0.021
H 0.542 3.044 -1.834
O -3.480 3.535 0.494
H -2.646 3.855 0.912
H -4.099 3.579 1.226
O -0.684 -3.967 -1.555
H -0.247 -4.767 -1.757
H -1.102 -3.738 -2.401
*
```

Atomic partial charges in e from the Mulliken method, atoms 1 to 5: number 1, C, carries -0.93; number 2, C, carries -0.21; number 3, C, carries -0.82; number 4, S, carries -0.07; number 5, C, carries -0.55

## B
3 unconnected molecules or ions with the total composition C4H14O2S. Source: the OMol25 dataset; level of theory: ωB97M-V with the def2-TZVPD basis set.

The HOMO energy comes out at -8.4 eV. The calculation puts the lowest unoccupied orbital energy at 0.7435 eV. Its structure (SMILES) is CCCSC.O.O.

ORCA input file:
```
! wB97M-V def2-TZVPD RIJCOSX def2/J DEFGRID3
* xyz 0 1
C -0.460 -0.158 1.746
C -1.529 0.068 0.659
C -0.931 1.036 -0.436
S 0.408 0.124 -1.320
C -0.568 -0.809 -2.502
H -0.054 0.819 2.044
H -0.899 -0.504 2.689
H 0.368 -0.844 1.571
H -2.268 0.720 1.135
H -1.921 -0.882 0.331
H -0.402 1.831 0.088
H -1.775 1.415 -1.011
H -1.404 -0.148 -2.763
H 0.024 -0.984 -3.393
H -0.950 -1.770 -2.141
O 1.420 -3.750 -0.926
H 1.260 -3.148 -1.643
H 0.583 -4.185 -0.811
O 3.020 3.327 2.239
H 3.326 3.880 1.521
H 2.753 3.962 2.923
*
```

Atomic partial charges in e from the Mulliken method, atoms 1 to 5: number 1, C, carries -1.18; number 2, C, carries -0.25; number 3, C, carries -0.81; number 4, S, carries -0.06; number 5, C, carries -0.86

Computed stability ranking, most favorable first: B, A

## A
2 unconnected molecules or ions with the total composition C5H13NOS. Source: the OMol25 dataset; level of theory: ωB97M-V with the def2-TZVPD basis set.

The HOMO energy comes out at -8.9 eV. The calculation puts the lowest unoccupied orbital energy at 0.6133 eV.

ORCA input file:
```
! wB97M-V def2-TZVPD RIJCOSX def2/J DEFGRID3
* xyz 0 1
C 1.620 2.448 1.413
C -0.464 2.475 0.177
C 0.230 0.312 1.239
C -0.178 -3.423 -0.228
C 0.539 1.791 1.002
N 0.030 -1.012 -1.911
O -0.155 -3.675 -2.592
S 0.560 -2.442 -1.624
H 2.286 1.684 1.903
H 0.364 -4.000 -3.296
H 1.851 3.502 1.218
H -1.023 1.917 -0.640
H -0.065 3.412 -0.208
H -1.168 3.098 0.853
H -0.868 0.261 1.198
H 0.480 -0.264 0.333
H 0.560 -0.090 2.088
H -0.211 -3.119 0.835
H 0.441 -4.293 -0.379
H -1.117 -3.636 -0.618
H -0.932 -0.849 -1.736
*
```

Atomic partial charges in e from the Mulliken method, atoms 1 to 5: number 1, C, carries -0.88; number 2, C, carries -1.28; number 3, C, carries -1.34; number 4, C, carries -0.85; number 5, C, carries 0.99

## B
2 unconnected molecules or ions with the total composition C5H13NOS. Source: the OMol25 dataset; level of theory: ωB97M-V with the def2-TZVPD basis set.

The HOMO energy comes out at -8.2 eV. The calculation puts the lowest unoccupied orbital energy at 0.7450 eV. Its structure (SMILES) is CCC(N)=O.CSC.

ORCA input file:
```
! wB97M-V def2-TZVPD RIJCOSX def2/J DEFGRID3
* xyz 0 1
C -2.875 1.925 -2.611
C -2.219 0.588 -2.170
C -0.955 0.611 -1.360
N -0.608 1.799 -0.763
O -0.244 -0.368 -1.242
H -3.767 2.119 -2.030
H -2.990 1.933 -3.692
H -2.177 2.738 -2.416
H -2.949 0.009 -1.598
H -2.042 -0.035 -3.042
H 0.191 1.744 -0.151
H -1.286 2.518 -0.557
C 2.688 -1.410 0.868
S 1.931 -1.171 2.475
C 0.211 -1.151 1.939
H 2.777 -0.518 0.251
H 3.692 -1.831 0.983
H 2.131 -2.143 0.291
H 0.027 -1.959 1.224
H -0.052 -0.225 1.430
H -0.493 -1.260 2.765
*
```

Atomic partial charges in e from the Mulliken method, atoms 1 to 5: number 1, C, carries -1.10; number 2, C, carries -0.32; number 3, C, carries 0.44; number 4, N, carries -0.38; number 5, O, carries -0.59

Computed stability ranking, most favorable first: B, A